Density functional theory data (ωB97M-V with the def2-TZVPD basis set) for a molecular structure, C26H34N4O2P2Ti at a distorted geometry.

Each line ends with the natural charge from an NBO analysis.
CARTESIAN COORDINATES (ANGSTROEM)
Ti 0.0810 0.4160 -0.4696  1.760
C -0.6681 1.0044 3.3387  -0.939
P -0.0493 -0.1231 2.0700  0.791
C -1.0821 -1.6236 2.2637  -0.145
N -1.3438 -2.0073 3.4868  -0.362
C -1.9799 -3.1922 3.6458  0.117
C -2.2888 -3.6441 4.9502  -0.189
C -2.8995 -4.8488 5.1043  -0.149
C -3.2332 -5.6550 3.9769  -0.146
C -2.9517 -5.2442 2.7115  -0.216
C -2.3182 -3.9919 2.5205  0.204
N -2.0567 -3.5578 1.2638  -0.399
C -1.4666 -2.3942 1.1434  -0.066
P -1.2710 -1.7415 -0.5441  0.833
C -0.6238 -3.1025 -1.5316  -0.941
C -2.9755 -1.3453 -1.1668  -0.283
C -3.6552 -0.4380 -0.1370  -0.610
C -2.8243 -0.6347 -2.5190  -0.609
C -3.7783 -2.6323 -1.3583  -0.633
C 1.6668 -0.6362 2.5782  -0.274
C 2.5713 0.6068 2.5031  -0.622
C 1.6752 -1.1672 4.0097  -0.629
C 2.1203 -1.7380 1.6151  -0.611
H -0.7923 0.4067 4.2393  0.289
H -1.6317 1.4216 3.0498  0.265
H 0.0391 1.8130 3.5143  0.261
H -2.0240 -3.0224 5.7968  0.245
H -3.1342 -5.2082 6.0986  0.246
H -3.7219 -6.6082 4.1366  0.247
H -3.2010 -5.8420 1.8427  0.246
H -1.2289 -3.9778 -1.3098  0.285
H 0.4124 -3.3028 -1.2701  0.266
H -0.6793 -2.8620 -2.5918  0.272
H -3.0495 0.4276 0.1401  0.193
H -3.9035 -0.9799 0.7771  0.231
H -4.5853 -0.0548 -0.5619  0.252
H -2.2404 0.2835 -2.4571  0.195
H -3.8137 -0.3559 -2.8888  0.254
H -2.3632 -1.2756 -3.2738  0.232
H -3.8039 -3.2506 -0.4613  0.239
H -3.3930 -3.2311 -2.1855  0.226
H -4.8069 -2.3513 -1.6062  0.246
H 2.2665 1.3678 3.2261  0.222
H 2.6151 1.0706 1.5211  0.216
H 3.5905 0.3109 2.7621  0.253
H 1.4300 -0.3896 4.7363  0.225
H 2.6915 -1.5082 4.2265  0.245
H 0.9981 -2.0083 4.1601  0.233
H 2.1092 -1.4321 0.5676  0.192
H 1.5162 -2.6414 1.7150  0.226
H 3.1547 -2.0053 1.8396  0.258
C -0.9657 2.1700 -0.6419  -0.823
C 0.2254 3.0492 -0.4660  -0.148
C 0.9701 3.4661 -1.5726  -0.169
C 2.0620 4.2920 -1.4135  -0.140
C 2.4309 4.7067 -0.1324  -0.091
C 1.7005 4.3046 0.9801  -0.162
C 0.6030 3.4798 0.8090  -0.121
C 3.5767 5.5712 0.0411  0.221
N 4.4943 6.2511 0.1757  -0.187
H -1.3994 2.1935 -1.6389  0.266
H -1.7338 2.2825 0.1178  0.262
H 0.6811 3.1519 -2.5689  0.237
H 2.6336 4.6247 -2.2703  0.261
H 1.9881 4.6528 1.9642  0.253
H 0.0099 3.1929 1.6684  0.215
O 1.9557 0.6659 -0.8390  -0.482
N 1.8166 0.3496 -2.0529  0.496
O 0.6254 -0.1025 -2.2479  -0.528

Calculated values
charge: +2
frontier orbital gap: 6.56 eV
lowest unoccupied orbital energy: -8.11 eV
energy above the lowest of the compared OMol25 structures with the same formula, charge and spin: 0.385 eV